P.
Below is a 2-piece molecular cluster, C5H7N overall, with properties calculated with wB97M-V/def2-TZVPD.

```
13
Properties=species:S:1:pos:R:3:mulliken_charge:R:1
N 0.2565 0.6371 -1.3752 -0.60
C 2.6984 -0.2049 0.9631 -0.60
C -0.0833 0.2791 -0.2552 0.55
C -2.0873 -0.5268 -0.0571 -1.03
C -0.7369 -0.3165 0.6962 -0.40
C 2.6762 0.4335 -0.0558 -0.23
H -2.7670 -1.0912 0.5636 0.33
H -1.9518 -1.0525 -1.0144 0.28
H 2.8451 -0.7695 1.8541 0.38
H -0.5868 -0.2251 1.7697 0.37
H -2.5636 0.4340 -0.3251 0.26
H 2.5639 0.9649 -0.9739 0.45
H -0.2638 1.4164 -1.7547 0.25
```

Total charge ... 0
E_LUMO ... 1.079 eV
Frontier orbital gap ... 9.71 eV
SMILES ... CC=C=N.C#C
M ... 81.1 g/mol


Q.
Below is one molecule with the formula C5H7N, with properties calculated with wB97M-V/def2-TZVPD.

```
13
Properties=species:S:1:pos:R:3:mulliken_charge:R:1
N -1.0811 -0.8197 -0.2061 -0.51
C 2.2015 -1.3834 -0.5211 0.08
C -0.0752 -0.0934 -0.5116 0.35
C 1.1676 -0.7774 -0.6362 -0.38
C -1.2254 -0.4017 1.2064 -0.80
C -0.0824 1.3940 -0.6910 -1.10
H -2.1164 -0.9502 1.3801 0.31
H -1.0763 1.8250 -0.5338 0.38
H -1.3039 0.6618 1.4921 0.31
H 3.1289 -1.8990 -0.5326 0.43
H 0.6877 1.9316 -0.1351 0.31
H 0.1521 1.4710 -1.7609 0.36
H -0.3879 -0.8512 1.7873 0.26
```

Total charge ... 0
E_LUMO (spin up / spin down) ... -0.052 / -0.052 eV
Frontier orbital gap (spin up / spin down) ... 8.04 / 8.04 eV
SMILES ... C#C/C(C)=N/C
M ... 81.1 g/mol


Which structure is the most stable? The one labeled P.


P.
Below is CH5N2P as an isolated structure, with properties calculated with wB97M-V/def2-TZVPD.

```
9
Properties=species:S:1:pos:R:3:mulliken_charge:R:1
P -0.9202 1.3337 -1.4748 0.39
N -0.0267 0.5517 -2.3849 -0.36
N -0.3460 0.7223 0.7029 -0.61
C 0.4577 -0.4331 1.0350 -0.60
H -1.1963 0.3882 1.1658 0.22
H 0.0867 -0.9809 1.8962 0.30
H 0.1436 -0.4348 -2.3652 0.27
H 0.3473 -1.0491 0.1713 0.18
H 1.4538 -0.0978 1.2538 0.21
```

Total charge ... 0
E_LUMO (spin up / spin down) ... -0.754 / -0.754 eV
Frontier orbital gap (spin up / spin down) ... 7.29 / 7.29 eV
M ... 76.0 g/mol


Q.
Below is one molecule with the formula CH5N2P, with properties calculated with wB97M-V/def2-TZVPD.

```
9
Properties=species:S:1:pos:R:3:mulliken_charge:R:1
P -0.1594 -1.0015 -1.4813 0.15
N -1.5346 -1.0065 -2.1979 -0.52
N -0.3845 0.0317 -0.1233 -0.26
C 0.7870 0.2100 0.7278 -0.69
H 0.9343 1.2616 1.1386 0.28
H 0.9170 -0.4844 1.7120 0.23
H -1.5747 -1.5148 -3.0401 0.24
H -1.3461 0.4065 0.0080 0.32
H 1.7802 0.1380 0.2186 0.24
```

Total charge ... 0
E_LUMO ... 0.672 eV
Frontier orbital gap ... 10.01 eV
SMILES ... [H]/N=P/NC
M ... 76.0 g/mol


Which structure is the most stable? The one labeled Q.


P.
Below is one molecule with the formula C3H8N2O, with properties calculated with wB97M-V/def2-TZVPD.

```
14
Properties=species:S:1:pos:R:3:mulliken_charge:R:1
O -0.2460 1.3708 0.0895 -0.20
N -1.9318 0.0115 1.1351 -0.28
N -0.5304 0.6248 1.2260 -0.65
C 0.9055 -0.4055 -1.1814 -0.23
C 0.8842 1.0061 -0.7438 -0.36
C 1.1811 -1.2504 -0.2363 -0.67
H -1.9449 -0.6930 0.3597 0.32
H 1.8146 1.2266 -0.1540 0.24
H 0.9426 1.7352 -1.5696 0.30
H 1.1849 -0.9820 0.8093 0.33
H -2.7114 0.6848 1.0419 0.32
H 1.1403 -0.5257 -2.2372 0.32
H 1.3725 -2.3211 -0.4654 0.25
H -2.0612 -0.4822 1.9262 0.31
```

Total charge ... 0
E_LUMO ... 0.662 eV
Frontier orbital gap ... 7.35 eV
M ... 88.1 g/mol


Q.
Below is a 2-piece molecular cluster, C3H8N2O overall, with properties calculated with wB97M-V/def2-TZVPD.

```
14
Properties=species:S:1:pos:R:3:mulliken_charge:R:1
O 0.2346 -2.3240 -1.8983 -0.49
N -1.1366 0.9475 0.4935 -0.68
N -1.9798 2.9120 1.4639 -0.42
C 1.3045 -1.8534 -1.2598 -0.05
C -0.9946 2.2625 0.7193 0.15
C 2.1682 -2.4645 -0.4130 -0.82
H -0.2727 -2.8460 -1.2671 0.33
H 1.4021 -0.8866 -1.5078 0.46
H -0.2230 2.8664 0.1996 0.29
H 2.7722 -1.8359 0.2480 0.20
H 2.1853 -3.4012 -0.0499 0.37
H -2.8504 2.4748 1.5116 0.22
H -0.4998 0.3099 -0.0077 0.26
H -2.1101 3.8387 1.7678 0.19
```

Total charge ... 0
E_LUMO ... 0.984 eV
Frontier orbital gap ... 10.12 eV
SMILES ... [H]/N=C/N.C=CO
M ... 88.1 g/mol


R.
Below is a 2-piece molecular cluster, C3H8N2O overall, with properties calculated with wB97M-V/def2-TZVPD.

```
14
Properties=species:S:1:pos:R:3:mulliken_charge:R:1
O -1.6427 -0.1137 1.4617 -0.56
N -0.6260 1.3179 -0.7266 -0.63
N 1.3310 1.2641 -2.1102 -0.38
C -0.5665 -0.9057 1.7632 -0.09
C -0.4561 -2.2015 1.4984 -0.63
C 0.6250 1.2325 -0.9520 0.18
H -1.3161 -2.8578 1.4233 0.26
H 1.2977 1.2818 -0.0883 0.23
H -1.1718 1.1561 -1.5754 0.16
H -1.5028 0.3117 0.5930 0.43
H 0.2737 -0.3039 2.0950 0.35
H 0.5107 -2.6524 1.6588 0.25
H 0.9353 1.0302 -3.0069 0.20
H 2.3087 1.4406 -2.0340 0.21
```

Total charge ... 0
E_LUMO ... 0.720 eV
Frontier orbital gap ... 9.70 eV
SMILES ... [H]/N=C\N.C=CO
M ... 88.1 g/mol


S.
Below is one molecule with the formula C3H8N2O, with properties calculated with wB97M-V/def2-TZVPD.

```
14
Properties=species:S:1:pos:R:3:mulliken_charge:R:1
O 2.9576 -0.7420 -0.9043 -0.36
N 1.6344 -0.8576 -0.4563 -0.46
N -0.4761 0.1873 -0.0756 0.12
C -1.1311 1.3525 0.3415 -0.86
C 0.8875 0.1594 -0.3739 0.00
C -1.1055 -1.0759 0.0943 -0.94
H 1.2974 1.1841 -0.4378 0.28
H -2.1644 1.4973 0.1096 0.31
H -0.6302 2.2864 -0.0519 0.28
H -2.0548 -0.8960 0.4238 0.39
H 3.4529 -1.1689 -0.2164 0.33
H -1.1264 1.4639 1.4557 0.36
H -0.5217 -1.6700 0.8605 0.28
H -1.0195 -1.7205 -0.7692 0.28
```

Total charge ... 0
E_LUMO ... 0.926 eV
Frontier orbital gap ... 9.22 eV
SMILES ... CN(C)/C=N/O
M ... 88.1 g/mol


Which structure is the most stable? The one labeled R.


P.
Below is C3H8N2O as an isolated structure, with properties calculated with wB97M-V/def2-TZVPD.

```
14
Properties=species:S:1:pos:R:3:mulliken_charge:R:1
O 1.3768 -0.7403 -1.7916 -0.31
N -0.7640 1.7338 0.1584 -0.46
N 0.3242 0.2427 -1.6619 -0.41
C 0.7936 -1.1591 0.5665 -0.81
C -1.3658 0.7973 0.8513 -0.44
C 1.3472 -0.3475 -0.4723 0.33
H 1.4691 -1.2831 1.4062 0.32
H -0.2557 -0.4024 0.9393 0.01
H -1.0854 1.8417 -0.8018 0.27
H -2.2607 0.2939 0.4636 0.27
H 0.3937 -2.1169 0.2387 0.32
H -1.4389 0.9938 1.9213 0.35
H 1.9863 0.4880 -0.1994 0.32
H -0.5203 -0.3419 -1.6183 0.24
```

Total charge ... 0
E_LUMO ... 0.204 eV
Frontier orbital gap ... 9.57 eV
M ... 88.1 g/mol


Q.
Below is a 2-piece molecular cluster, C3H8N2O overall, with properties calculated with wB97M-V/def2-TZVPD.

```
14
Properties=species:S:1:pos:R:3:mulliken_charge:R:1
O -0.1390 -2.8066 -0.8102 -0.46
N 0.2775 2.8498 1.9243 -0.43
N 1.3910 4.2259 0.4539 -0.70
C -1.5422 -4.1953 -2.2123 -0.74
C -1.1350 -3.4600 -0.9486 0.11
C 1.3767 3.5512 1.5620 0.15
H 0.3611 2.3751 2.8056 0.22
H -2.4693 -4.7519 -2.0954 0.29
H -0.7563 -4.7397 -2.7295 0.27
H -1.8339 -3.5390 -0.0822 0.31
H 2.1572 3.5580 2.3244 0.29
H -0.5309 2.9893 1.3439 0.27
H -1.8485 -3.3130 -2.7983 0.23
H 1.8196 5.1249 0.6729 0.21
```

Total charge ... 0
E_LUMO ... 0.987 eV
Frontier orbital gap ... 9.60 eV
SMILES ... [H]/N=C/N.CC=O
M ... 88.1 g/mol


Which structure is the most stable? The one labeled Q.